[1]
A structure of composition C51H53AsN5P2S2SiV. Source: OMol25; level of theory: ωB97M-V/def2-TZVPD.

Geometry as XYZ:
```
116
Properties=species:S:1:pos:R:3:lowdin_spin:R:1
V 0.380 -0.157 0.188 1.962
C 4.046 -0.027 1.409 -0.012
Si 2.347 0.797 1.545 -0.040
C 2.551 2.608 0.978 -0.004
C 3.748 3.314 1.141 -0.002
C 3.861 4.638 0.751 0.000
C 2.769 5.296 0.192 0.000
C 1.571 4.624 0.025 0.000
C 1.467 3.286 0.403 0.004
P -0.066 2.312 0.273 0.018
C -0.809 2.704 -1.381 0.003
C 0.261 2.258 -2.412 0.003
C 0.189 2.978 -3.722 0.001
C -0.458 4.134 -3.850 0.000
C -1.157 4.747 -2.716 0.000
C -1.322 4.101 -1.558 0.000
C -1.122 3.028 1.576 0.002
C -0.519 3.256 2.813 -0.001
C -1.271 3.673 3.900 0.000
C -2.636 3.884 3.763 -0.002
C -3.243 3.672 2.534 0.000
C -2.495 3.236 1.448 -0.002
C 1.986 0.839 3.400 -0.010
C 2.713 1.574 4.341 -0.002
C 2.412 1.495 5.690 -0.001
C 1.382 0.668 6.131 0.001
C 0.654 -0.074 5.218 -0.001
C 0.958 0.018 3.860 0.001
P 0.054 -0.891 2.575 -0.007
C 0.689 -2.590 2.565 0.004
C -0.128 -3.619 1.821 0.022
C 0.630 -4.926 1.409 0.022
C 2.028 -5.040 1.922 0.003
C 2.610 -4.104 2.668 0.002
C 1.940 -2.837 2.966 0.006
C -1.616 -1.004 3.306 -0.007
C -1.995 -2.062 4.131 -0.002
C -3.249 -2.081 4.724 0.000
C -4.137 -1.035 4.513 -0.001
C -3.760 0.039 3.719 0.000
C -2.508 0.053 3.123 -0.001
H 4.609 0.119 2.334 -0.002
H 4.645 0.369 0.588 0.000
H 3.945 -1.104 1.254 -0.001
H 4.610 2.816 1.572 0.000
H 4.798 5.164 0.882 0.000
H 2.856 6.331 -0.110 0.000
H 0.725 5.145 -0.404 0.000
H 1.289 2.278 -2.047 0.001
H 0.734 2.547 -4.553 0.000
H -0.456 4.656 -4.798 0.000
H -1.533 5.756 -2.831 0.000
H -1.830 4.581 -0.733 0.000
H 0.545 3.103 2.946 0.000
H -0.785 3.833 4.853 0.000
H -3.223 4.214 4.609 0.000
H -4.305 3.841 2.414 0.000
H -2.995 3.030 0.513 0.000
H 3.518 2.224 4.016 0.000
H 2.977 2.078 6.406 0.000
H 1.150 0.609 7.186 0.000
H -0.154 -0.709 5.559 0.000
H -0.976 -3.898 2.449 0.003
H 0.071 -5.775 1.815 0.003
H 2.569 -5.950 1.688 0.000
H 3.616 -4.247 3.043 0.000
H 2.512 -2.076 3.485 0.000
H -1.299 -2.866 4.332 0.000
H -3.528 -2.909 5.362 0.000
H -5.113 -1.051 4.982 0.000
H -4.431 0.875 3.569 0.000
H -2.215 0.920 2.536 0.000
N -1.833 -0.207 -0.064 0.001
N -2.513 0.900 -0.661 0.003
C -1.813 1.529 -1.757 0.001
N -2.804 1.898 -2.739 0.000
S -0.402 0.545 -2.472 0.008
H -1.970 -1.022 -0.677 0.001
H -2.319 -0.403 0.809 0.002
H -3.402 0.581 -1.030 0.000
H -2.837 2.904 -2.863 0.000
H -2.594 1.471 -3.631 0.000
C 3.874 0.005 -2.614 0.000
C 3.903 -1.307 -3.082 0.001
C 3.070 -2.239 -2.504 0.001
C 2.217 -1.852 -1.469 0.005
N 2.163 -0.580 -1.049 -0.004
C 2.995 0.316 -1.604 0.004
C 1.280 -2.784 -0.810 0.022
C 1.435 -4.125 -0.886 0.069
C 0.454 -5.005 -0.139 0.075
C -0.855 -4.313 -0.316 0.644
C -0.700 -3.068 0.484 0.078
N 0.260 -2.147 -0.145 0.065
H 4.518 0.772 -3.020 0.000
H 4.566 -1.591 -3.888 0.000
H 3.050 -3.261 -2.851 0.000
H 2.952 1.319 -1.196 0.001
H 2.253 -4.568 -1.435 0.005
H 0.489 -6.030 -0.506 0.003
H -1.569 -4.476 -1.107 0.039
H -1.648 -2.549 0.647 0.004
C -5.758 -3.434 -3.179 0.000
As -4.738 -1.811 -3.342 0.001
C -5.723 -0.476 -2.363 0.000
C -4.879 -1.294 -5.190 0.000
S -2.748 -2.047 -2.728 0.002
H -6.780 -3.274 -3.520 0.000
H -5.754 -3.741 -2.135 0.000
H -5.277 -4.202 -3.781 0.000
H -6.746 -0.412 -2.730 0.000
H -5.217 0.481 -2.496 0.000
H -5.730 -0.755 -1.309 0.000
H -5.925 -1.207 -5.480 0.000
H -4.383 -2.049 -5.797 0.000
H -4.375 -0.339 -5.322 0.000
```

Charge: +1
2S+1: 4
Orbital gap (alpha / beta): 6.439 / 6.723 eV

[2]
A structure of composition C51H54N4O3P2Pt at a distorted geometry. Source: OMol25; level of theory: ωB97M-V/def2-TZVPD.

Geometry as XYZ:
```
115
Properties=species:S:1:pos:R:3:mulliken_charge:R:1
Pt 0.068 -0.526 -0.310 4.015
O 0.326 -1.581 -2.773 1.213
C 1.613 -1.360 -3.170 0.624
C 2.017 -0.910 -4.425 -0.863
C 3.370 -0.780 -4.690 -1.016
C 4.323 -1.052 -3.714 -1.035
C 3.924 -1.398 -2.431 -0.448
C 2.573 -1.546 -2.145 0.184
P 1.947 -2.144 -0.530 0.703
C 2.309 -3.916 -0.819 0.781
C 1.331 -4.825 -1.202 -0.410
C 1.689 -6.138 -1.478 -0.699
C 3.021 -6.532 -1.408 -0.770
C 3.999 -5.617 -1.046 -0.947
C 3.654 -4.307 -0.762 -0.630
C 3.026 -1.585 0.812 1.005
C 3.145 -0.197 0.959 -0.961
C 3.896 0.325 1.992 -0.739
C 4.515 -0.529 2.899 -0.735
C 4.360 -1.904 2.785 -0.846
C 3.594 -2.437 1.762 -0.792
C -0.768 -1.690 -3.587 -0.162
C -0.739 -2.111 -4.913 -0.625
C -1.911 -2.130 -5.651 -0.964
C -3.118 -1.756 -5.069 -1.015
C -3.173 -1.419 -3.723 -0.611
C -2.007 -1.407 -2.968 0.481
P -2.016 -1.321 -1.151 1.073
C -3.397 -0.338 -0.522 -0.154
C -4.679 -0.832 -0.289 -0.151
C -5.643 0.016 0.232 -0.843
C -5.340 1.342 0.511 -0.889
C -4.059 1.830 0.293 -0.185
C -3.090 0.986 -0.212 1.302
C -2.376 -3.035 -0.696 1.179
C -2.364 -4.089 -1.612 -1.003
C -2.803 -5.340 -1.213 -0.484
C -3.237 -5.550 0.089 -0.804
C -3.214 -4.511 1.012 -0.948
C -2.771 -3.261 0.627 -0.895
H 1.299 -0.660 -5.191 0.788
H 3.679 -0.465 -5.674 0.521
H 5.374 -0.990 -3.948 0.542
H 4.663 -1.552 -1.660 0.467
H 0.296 -4.521 -1.274 0.484
H 0.930 -6.857 -1.749 0.518
H 3.303 -7.545 -1.663 0.455
H 5.037 -5.914 -1.006 0.482
H 4.434 -3.601 -0.518 0.449
H 2.649 0.451 0.241 0.509
H 4.009 1.392 2.101 0.580
H 5.111 -0.120 3.697 0.505
H 4.841 -2.554 3.502 0.530
H 3.445 -3.507 1.699 0.656
H 0.186 -2.458 -5.349 0.770
H -1.884 -2.442 -6.683 0.501
H -4.023 -1.768 -5.657 0.503
H -4.122 -1.176 -3.266 0.566
H -4.922 -1.860 -0.512 0.577
H -6.642 -0.353 0.410 0.499
H -6.109 1.996 0.892 0.515
H -3.827 2.863 0.510 0.585
H -2.071 1.321 -0.379 -1.161
H -2.062 -3.935 -2.638 0.302
H -2.827 -6.145 -1.932 0.541
H -3.589 -6.526 0.383 0.475
H -3.553 -4.668 2.022 0.515
H -2.766 -2.438 1.331 0.745
C -3.452 3.007 4.499 -1.162
C -2.294 3.565 3.667 -0.313
N -1.075 3.714 4.421 0.448
C -0.940 4.843 5.307 -0.699
C 0.089 5.870 4.814 -1.144
C -0.070 2.785 4.396 -0.002
O 1.000 2.937 4.930 -0.589
C -0.333 1.458 3.713 -0.215
C -0.686 0.375 4.515 -0.169
C -0.699 -0.899 3.969 -1.520
C -0.369 -1.054 2.632 -0.381
N -0.057 -0.013 1.862 -0.757
C -0.022 1.210 2.379 -0.185
H -4.359 3.019 3.902 0.422
H -3.622 3.609 5.385 0.380
H -3.252 1.989 4.817 0.248
H -2.580 4.554 3.298 0.468
H -2.106 2.902 2.818 -0.131
H -0.588 4.487 6.283 0.378
H -1.914 5.317 5.425 0.464
H 1.094 5.459 4.801 0.316
H 0.080 6.714 5.498 0.408
H -0.183 6.220 3.820 0.279
H -0.925 0.523 5.558 0.685
H -0.953 -1.754 4.574 0.600
H -0.351 -2.035 2.167 0.718
H 0.279 2.005 1.712 0.900
C 2.291 4.393 -2.915 -1.175
N 2.041 3.194 -2.153 0.167
C 2.916 2.092 -2.452 -0.423
C 1.016 3.008 -1.286 0.433
O 0.643 1.879 -0.924 -1.095
N 0.377 4.136 -0.821 0.144
C 1.034 5.378 -0.485 -1.123
C -0.984 4.024 -0.369 -1.215
H 2.534 4.121 -3.943 0.390
H 3.148 4.945 -2.523 0.387
H 1.425 5.046 -2.944 0.377
H 3.878 2.237 -1.953 0.321
H 3.090 2.028 -3.524 0.435
H 2.465 1.165 -2.105 -0.296
H 2.115 5.266 -0.426 0.358
H 0.672 5.717 0.487 0.352
H 0.796 6.177 -1.193 0.363
H -1.384 3.062 -0.671 -0.023
H -1.577 4.819 -0.824 0.582
H -1.059 4.117 0.719 0.239
```

Charge: +4
Orbital gap (alpha / beta): 2.916 / 2.950 eV

[3]
A structure of composition C51H55ClN6O6STl at a distorted geometry. Source: OMol25; level of theory: ωB97M-V/def2-TZVPD.

Geometry as XYZ:
```
121
Properties=species:S:1:pos:R:3:nbo_charge:R:1
Tl -1.953 -0.118 -0.274 1.717
C 4.469 -4.367 1.751 -0.596
C 4.222 -3.559 0.471 -0.087
C 4.499 -4.440 -0.759 -0.598
C 5.198 -2.382 0.437 -0.606
C 2.773 -3.117 0.406 0.004
C 2.377 -1.813 0.360 -0.202
C 1.025 -1.458 0.111 0.046
N 0.541 -0.233 0.004 -0.370
C 1.121 0.971 -0.010 0.064
C 2.469 1.269 -0.318 -0.257
C 2.951 2.552 -0.267 0.073
C 2.057 3.600 0.060 -0.200
C 0.714 3.416 0.243 0.001
C 0.199 2.083 0.216 0.407
O -1.035 1.860 0.417 -0.729
C -0.272 4.568 0.396 -0.092
C -1.047 4.440 1.713 -0.602
C 0.438 5.924 0.395 -0.604
C -1.234 4.514 -0.803 -0.607
C 4.412 2.844 -0.574 -0.104
C 4.717 4.344 -0.615 -0.607
C 5.264 2.215 0.535 -0.586
C 4.817 2.241 -1.927 -0.595
C 0.017 -2.537 0.001 0.578
O -1.166 -2.268 -0.318 -0.677
C 0.442 -3.894 0.243 -0.120
C 1.776 -4.132 0.379 -0.061
C -0.600 -5.000 0.313 -0.064
C -1.405 -5.055 -0.992 -0.602
C 0.040 -6.375 0.530 -0.610
C -1.542 -4.711 1.491 -0.606
H 5.492 -4.737 1.764 0.221
H 3.805 -5.224 1.823 0.206
H 4.314 -3.740 2.625 0.213
H 5.549 -4.719 -0.782 0.222
H 4.272 -3.898 -1.674 0.214
H 3.912 -5.353 -0.747 0.209
H 6.217 -2.759 0.454 0.225
H 5.065 -1.734 1.300 0.209
H 5.074 -1.804 -0.477 0.208
H 3.091 -1.030 0.533 0.222
H 3.103 0.471 -0.663 0.218
H 2.455 4.597 0.110 0.230
H -0.372 4.548 2.559 0.211
H -1.539 3.474 1.783 0.222
H -1.805 5.217 1.775 0.207
H 1.129 5.998 1.232 0.211
H -0.292 6.723 0.495 0.222
H 0.982 6.079 -0.533 0.209
H -1.813 3.595 -0.794 0.219
H -0.674 4.555 -1.735 0.212
H -1.926 5.351 -0.781 0.211
H 4.533 4.812 0.350 0.210
H 4.134 4.852 -1.381 0.210
H 5.770 4.484 -0.844 0.223
H 5.039 2.686 1.488 0.212
H 6.317 2.364 0.316 0.214
H 5.085 1.148 0.619 0.201
H 4.168 2.590 -2.729 0.208
H 4.789 1.155 -1.910 0.204
H 5.837 2.538 -2.160 0.219
H 2.114 -5.145 0.509 0.218
H -0.744 -5.182 -1.847 0.208
H -1.986 -4.149 -1.128 0.226
H -2.090 -5.898 -0.956 0.218
H 0.691 -6.644 -0.300 0.210
H -0.746 -7.124 0.592 0.227
H 0.602 -6.410 1.461 0.206
H -2.074 -3.775 1.346 0.224
H -0.984 -4.663 2.425 0.203
H -2.273 -5.512 1.569 0.220
N -3.675 0.625 3.831 -0.592
C -2.904 0.094 4.878 0.205
C -3.184 0.467 6.182 -0.235
C -2.426 -0.041 7.229 -0.188
C -1.380 -0.905 6.971 -0.200
C -1.081 -1.267 5.662 -0.188
C -1.847 -0.776 4.625 -0.236
S -1.478 -1.251 2.935 0.517
N -2.390 -0.162 2.049 -0.711
C -3.320 0.599 2.519 0.456
C -4.033 1.502 1.589 0.160
C -4.957 2.457 2.024 -0.203
C -5.609 3.248 1.093 -0.136
C -5.334 3.070 -0.253 -0.213
C -4.382 2.123 -0.603 0.080
N -3.754 1.380 0.288 -0.441
H -4.456 1.190 4.129 0.412
H -4.000 1.147 6.381 0.215
H -2.659 0.248 8.241 0.230
H -0.790 -1.306 7.778 0.230
H -0.265 -1.939 5.446 0.227
H -5.175 2.611 3.070 0.218
H -6.327 3.987 1.416 0.240
H -5.837 3.647 -1.010 0.244
H -4.115 1.952 -1.637 0.216
O -5.114 -3.481 -4.181 -0.664
C -4.124 -2.907 -4.813 0.783
O -3.802 -3.208 -5.933 -0.573
C -3.362 -1.816 -4.102 -0.252
C -2.406 -1.032 -4.752 0.184
Cl -1.905 -1.148 -6.360 0.149
N -1.873 -0.165 -3.853 -0.193
N -2.438 -0.371 -2.648 -0.323
C -3.333 -1.352 -2.773 0.087
C -4.186 -1.757 -1.586 0.785
O -5.172 -2.452 -1.788 -0.636
O -3.843 -1.303 -0.457 -0.733
C -0.925 0.858 -4.090 0.184
C 0.002 1.164 -3.101 -0.242
C 0.922 2.176 -3.306 -0.200
C 0.942 2.863 -4.507 -0.186
C 0.022 2.555 -5.496 -0.193
C -0.929 1.570 -5.286 -0.217
H -5.266 -3.146 -3.247 0.517
H 0.000 0.605 -2.179 0.212
H 1.624 2.431 -2.526 0.232
H 1.673 3.638 -4.669 0.223
H 0.040 3.089 -6.434 0.230
H -1.671 1.369 -6.040 0.236
```

Charge: +1
Orbital gap (alpha / beta): 5.416 / 5.402 eV

[4]
A structure of composition C51H55N12ORbSSi at a distorted geometry. Source: OMol25; level of theory: ωB97M-V/def2-TZVPD.

Geometry as XYZ:
```
122
Properties=species:S:1:pos:R:3:mulliken_charge:R:1
Rb 0.757 -1.023 -1.441 0.136
C -2.915 -3.385 -2.876 -1.155
C -3.301 -2.034 -3.487 -1.328
C -2.129 -1.269 -4.040 0.615
C -1.379 -1.750 -5.110 -0.366
C -0.340 -0.978 -5.599 -0.637
C -0.077 0.246 -5.005 -0.402
C -0.882 0.645 -3.951 -0.636
N -1.883 -0.089 -3.488 -0.056
N -2.028 -3.301 -1.725 1.179
C -1.380 -4.585 -1.532 -0.916
C -0.300 -4.829 -2.550 0.521
C 0.108 -6.132 -2.826 -1.066
C 1.114 -6.332 -3.752 -0.503
C 1.682 -5.231 -4.373 -0.964
C 1.229 -3.971 -4.013 -0.540
N 0.262 -3.777 -3.130 0.410
C -2.765 -2.889 -0.543 -0.982
C -1.995 -2.889 0.752 0.812
C -2.683 -3.132 1.941 -1.088
C -1.990 -3.108 3.137 -0.773
C -0.627 -2.865 3.111 -0.699
C -0.025 -2.672 1.876 -0.434
N -0.689 -2.665 0.731 0.957
H -2.408 -3.982 -3.638 0.529
H -3.849 -3.917 -2.600 0.427
H -3.812 -1.422 -2.743 0.207
H -4.010 -2.223 -4.298 0.537
H -1.616 -2.703 -5.556 0.427
H 0.243 -1.309 -6.447 0.515
H 0.725 0.875 -5.353 0.430
H -0.752 1.610 -3.477 0.344
H -2.111 -5.418 -1.556 0.257
H -0.896 -4.587 -0.554 0.520
H -0.348 -6.971 -2.320 0.515
H 1.450 -7.330 -3.992 0.408
H 2.456 -5.353 -5.113 0.458
H 1.654 -3.074 -4.445 0.705
H -3.664 -3.524 -0.408 0.454
H -3.102 -1.863 -0.706 -0.047
H -3.743 -3.340 1.926 0.492
H -2.509 -3.287 4.068 0.437
H -0.045 -2.854 4.021 0.519
H 1.045 -2.545 1.803 -0.118
C 0.658 3.137 -0.677 -0.664
C 1.603 2.928 -1.831 0.321
C 2.004 3.996 -2.618 -0.760
C 2.873 3.730 -3.678 -0.896
C 3.296 2.449 -3.897 -0.374
C 2.858 1.394 -3.045 -0.231
N 2.007 1.679 -2.029 0.419
N 3.232 0.125 -3.174 0.417
Si 4.349 -0.540 -4.257 0.125
C 4.516 -2.389 -3.781 -1.018
C 6.122 0.212 -4.146 -1.016
C 3.920 -0.588 -6.139 -1.095
H 0.178 4.113 -0.731 0.429
H 1.206 3.068 0.262 0.260
H -0.098 2.354 -0.678 -0.204
H 1.647 4.999 -2.424 0.405
H 3.200 4.540 -4.321 0.390
H 3.954 2.213 -4.720 0.322
H 3.854 -2.656 -2.963 0.166
H 5.528 -2.629 -3.476 0.429
H 4.274 -3.031 -4.624 0.255
H 6.583 -0.056 -3.197 0.123
H 6.097 1.297 -4.188 0.345
H 6.773 -0.134 -4.944 0.359
H 2.930 -1.012 -6.293 0.156
H 4.623 -1.206 -6.694 0.399
H 3.926 0.399 -6.591 0.351
C -6.321 7.236 9.364 -0.831
O -5.037 6.657 9.355 -0.458
C -4.676 5.876 8.303 0.848
C -5.508 5.524 7.245 -0.532
C -5.025 4.746 6.207 -0.784
C -3.707 4.294 6.192 0.248
C -2.885 4.635 7.274 -0.564
C -3.358 5.407 8.307 -0.553
C -3.153 3.501 5.117 0.272
N -1.958 2.952 5.143 -0.842
C -1.811 2.313 3.954 1.045
C -2.959 2.475 3.177 0.125
N -3.803 3.234 3.938 -0.127
C -3.087 1.921 1.879 0.676
C -4.236 2.027 1.084 -0.734
C -4.234 1.467 -0.171 -1.170
C -3.069 0.831 -0.617 -0.135
N -1.994 0.695 0.123 0.416
C -1.972 1.207 1.356 -0.325
C -0.764 1.053 2.145 0.015
N 0.273 0.413 1.593 0.661
C 1.391 0.311 2.270 -0.884
C 1.568 0.824 3.560 -1.028
C 0.513 1.472 4.159 -0.585
C -0.686 1.604 3.449 0.165
H -6.358 7.872 10.247 0.240
H -7.104 6.475 9.441 0.329
H -6.486 7.851 8.474 0.342
H -6.536 5.850 7.224 0.394
H -5.711 4.498 5.410 0.246
H -1.865 4.287 7.272 0.483
H -2.731 5.680 9.142 0.422
H -4.702 3.591 3.662 0.209
H -5.108 2.545 1.459 0.420
H -5.110 1.515 -0.799 0.537
H -2.993 0.439 -1.625 0.168
H 2.205 -0.201 1.768 0.620
H 2.517 0.718 4.064 0.480
H 0.581 1.898 5.149 0.581
S 3.437 -3.498 0.829 -0.411
C 4.815 -2.603 0.758 0.126
N 6.008 -3.003 1.253 -0.157
C 7.030 -1.988 1.140 -0.546
C 6.314 -0.885 0.327 -0.161
N 4.943 -1.355 0.264 0.124
H 6.117 -3.851 1.778 0.193
H 7.914 -2.380 0.626 0.326
H 7.341 -1.632 2.130 0.269
H 6.738 -0.775 -0.676 -0.009
H 6.362 0.090 0.824 0.306
H 4.294 -0.976 -0.413 0.042
```

Orbital gap: 6.260 eV

no.,electronic energy (hartree)
1,-7197.149488
2,-3221.101722
3,-3787.104002
4,-3420.689070